Formula: C12H19Cl36INOP2
Source: OMol25
Level of theory: the ωB97M-V functional and the def2-TZVPD basis

Properties
HOMO-LUMO gap = 0.21372 Ha
E = -18145.890093 a.u.
Net charge = -1

```
72
Properties=species:S:1:pos:R:3:mulliken_charge:R:1
N 3.61 2.21 1.17 -0.56
P 2.59 1.01 1.00 0.45
P 0.35 1.47 0.90 0.83
O 0.72 3.08 0.49 -0.52
I 0.43 1.96 3.55 -0.44
H 4.27 2.24 0.40 0.15
H 2.71 0.11 2.09 -0.06
H 2.90 0.25 -0.16 -0.06
H 0.07 0.08 1.17 -0.10
H -1.01 1.81 0.97 -0.31
H 0.31 1.17 -0.52 -0.34
H 0.82 3.63 1.30 0.22
C -4.52 0.58 1.49 -0.16
Cl -4.39 1.45 3.01 -0.04
Cl -2.98 0.63 0.67 0.03
Cl -5.06 -1.10 1.77 -0.20
H -5.26 1.07 0.88 0.33
C -1.19 -3.02 -0.44 -0.12
Cl -1.28 -2.60 1.26 -0.08
Cl -2.13 -1.90 -1.45 -0.06
Cl 0.49 -3.10 -0.98 -0.11
H -1.63 -4.00 -0.56 0.36
C 1.90 6.68 2.90 -0.08
Cl 0.75 5.42 3.36 -0.02
Cl 3.43 5.95 2.44 -0.11
Cl 1.26 7.68 1.59 -0.16
H 2.07 7.31 3.75 0.31
C 2.80 -0.44 7.02 -0.15
Cl 1.14 0.11 7.25 -0.06
Cl 3.15 -0.71 5.32 -0.07
Cl 3.94 0.71 7.72 -0.10
H 2.91 -1.38 7.54 0.37
C -4.46 -0.30 6.90 -0.04
Cl -5.57 -0.43 5.53 -0.10
Cl -2.80 -0.18 6.33 -0.05
Cl -4.89 1.09 7.91 -0.15
H -4.56 -1.19 7.50 0.32
C 0.44 -1.02 -4.47 -0.13
Cl 0.51 -0.28 -2.88 0.03
Cl 2.02 -0.96 -5.26 -0.10
Cl -0.16 -2.69 -4.39 -0.14
H -0.26 -0.45 -5.08 0.30
C -6.07 -2.13 -2.88 -0.07
Cl -5.92 -1.32 -1.33 -0.04
Cl -4.53 -2.11 -3.74 -0.09
Cl -6.65 -3.78 -2.68 -0.14
H -6.80 -1.59 -3.48 0.32
C 1.96 -5.23 -8.09 0.22
Cl 0.99 -5.39 -9.56 -0.13
Cl 1.94 -6.73 -7.16 -0.14
Cl 3.61 -4.76 -8.48 -0.12
H 1.52 -4.45 -7.48 0.16
C 3.69 4.72 6.16 0.07
Cl 2.62 3.34 6.08 0.02
Cl 2.79 6.23 6.36 -0.16
Cl 4.88 4.55 7.47 -0.17
H 4.23 4.77 5.22 0.19
C -2.98 5.49 2.67 0.48
Cl -3.82 7.00 2.31 -0.17
Cl -3.80 4.59 3.94 -0.12
Cl -2.79 4.50 1.23 -0.09
H -1.99 5.74 3.02 -0.14
C -1.24 -9.26 -7.89 0.37
Cl -2.03 -8.95 -6.35 -0.12
Cl -0.71 -10.94 -8.01 -0.13
Cl -2.30 -8.84 -9.24 -0.13
H -0.36 -8.63 -7.95 0.01
C 6.15 0.23 -5.78 0.02
Cl 4.98 0.54 -4.50 -0.08
Cl 5.76 -1.23 -6.70 -0.10
Cl 6.28 1.62 -6.87 -0.13
H 7.11 0.08 -5.32 0.30
```



Formula: C12H19Cl3O2Pd
Source: OMol25
Level of theory: the ωB97M-V functional and the def2-TZVPD basis

Properties
2S+1 = 5
HOMO-LUMO gap (spin up / spin down) = 0.08079 / 0.14293 Ha
ΔE to the lowest compared entry with this formula, charge and spin = 0.0 kJ/mol
E = -2127.456508 a.u.
Net charge = -2

```
37
Properties=species:S:1:pos:R:3:mulliken_spin:R:1
C 1.86 0.46 -0.36 0.33
C 1.28 1.76 -0.38 0.36
C 0.20 1.75 -1.31 0.36
C 1.71 2.95 0.37 0.02
C 0.14 0.46 -1.90 0.27
C 1.19 -0.33 -1.34 0.42
C 1.52 -1.70 -1.73 0.01
C 2.93 0.03 0.54 0.00
C -0.69 2.89 -1.59 0.01
C -0.89 -0.01 -2.84 -0.03
Pd -1.16 -1.44 1.93 1.09
Cl 2.01 2.03 3.76 0.00
Cl -0.83 -2.88 3.69 0.10
Cl -2.19 -0.01 0.39 0.06
H 2.19 2.64 1.32 0.00
H 0.86 3.58 0.64 0.01
H 2.42 3.56 -0.22 0.03
H -0.91 3.44 -0.67 0.00
H -1.63 2.53 -2.02 0.01
H -0.23 3.59 -2.29 0.00
H -1.85 -0.10 -2.31 0.14
H -0.62 -0.99 -3.25 -0.07
H -1.01 0.71 -3.67 0.03
H 0.79 -2.07 -2.46 0.00
H 1.49 -2.35 -0.84 0.02
H 2.52 -1.77 -2.19 0.01
H 2.77 0.48 1.53 0.01
H 3.91 0.38 0.18 0.04
H 2.96 -1.06 0.64 0.00
O 0.47 -1.86 1.13 0.29
H 0.42 -2.85 1.01 0.00
C -3.88 -2.07 2.69 0.62
C -2.75 -2.50 1.81 0.06
O -2.62 -3.39 1.01 -0.04
H -4.70 -1.69 2.05 -0.06
H -3.54 -1.25 3.33 -0.03
H -4.16 -2.92 3.32 -0.09
```



Formula: C12H19ClIMoNO2P
Source: OMol25
Level of theory: the ωB97M-V functional and the def2-TZVPD basis

Properties
2S+1 = 3
HOMO-LUMO gap (spin up / spin down) = 0.18597 / 0.20266 Ha
E = -1840.137620 a.u.
Net charge = +3

```
38
Properties=species:S:1:pos:R:3:mulliken_spin:R:1
C -2.07 1.41 -4.09 0.01
C -1.86 0.32 -3.10 -0.08
H -2.56 0.99 -5.00 -0.01
H -1.15 1.91 -4.45 0.00
H -2.75 2.16 -3.63 0.00
O -2.20 -0.88 -3.37 0.18
I -3.17 1.18 -0.55 -0.07
Mo -0.68 0.24 -0.72 1.92
P 1.26 -1.07 -1.47 -0.09
C 1.46 -2.88 -1.22 0.00
C 1.23 -0.86 -3.28 0.02
H 2.93 0.60 -1.07 0.00
H 3.76 -0.91 -1.55 0.00
H 3.09 -0.74 0.10 0.00
C 2.92 -0.49 -0.95 0.00
H 1.37 0.21 -3.52 0.00
H 2.04 -1.44 -3.78 0.00
H 2.10 -3.35 -1.98 0.00
H 0.47 -3.35 -1.24 0.00
H 0.26 -1.19 -3.67 0.00
H 1.92 -3.09 -0.24 0.00
C -1.46 -1.51 -0.27 -0.12
O -1.90 -2.59 -0.14 0.13
Cl 0.55 2.25 -1.58 0.08
C -0.38 1.51 5.59 0.00
C -0.43 1.15 4.11 0.03
C 0.66 1.37 3.24 0.00
C 0.62 1.01 1.91 0.03
N -0.48 0.46 1.34 -0.04
C -1.45 0.05 2.22 0.02
C -1.49 0.46 3.52 -0.01
H 0.34 0.82 6.06 0.00
H -0.04 2.54 5.84 0.00
H -1.34 1.38 6.13 0.00
H 1.61 1.69 3.70 0.00
H 1.44 1.16 1.20 0.00
H -2.27 -0.57 1.80 0.00
H -2.33 0.05 4.13 0.00
```



Formula: C12H19ClIN6O3PSSe2Te2Y
Source: OMol25
Level of theory: the ωB97M-V functional and the def2-TZVPD basis

Properties
HOMO-LUMO gap = 0.25483 Ha
ΔE to the lowest compared entry with this formula, charge and spin = 0.0 kJ/mol
E = -7897.748063 a.u.
Net charge = +1

```
49
Properties=species:S:1:pos:R:3:nbo_charge:R:1
Y -0.89 0.20 -0.05 1.58
Cl 1.74 3.33 6.03 0.03
C 1.40 2.24 4.73 -0.04
C 2.06 1.05 4.64 -0.22
C 1.80 0.14 3.60 -0.20
I 2.91 -1.62 3.58 0.16
C 0.87 0.41 2.61 0.30
O 0.56 -0.39 1.61 -0.88
C 0.19 1.67 2.70 0.19
N -0.71 1.94 1.71 -0.55
C -1.37 3.08 1.75 0.09
C -1.19 4.04 2.75 -0.26
C -0.28 3.79 3.74 -0.09
C 0.44 2.58 3.74 -0.11
H 2.80 0.80 5.40 0.25
H -2.10 3.24 0.96 0.21
H -1.76 4.96 2.72 0.24
H -0.11 4.51 4.53 0.25
N -1.16 2.21 -1.60 -0.71
N -2.42 2.56 -2.10 -0.43
C -3.55 2.05 -1.59 0.35
N -4.67 2.36 -2.24 -0.76
S -3.62 1.13 -0.17 -0.23
H -0.67 3.05 -1.29 0.40
H -0.60 1.80 -2.36 0.43
H -2.44 2.97 -3.02 0.40
H -4.68 2.89 -3.10 0.41
H -5.54 2.00 -1.89 0.43
Se 1.65 0.21 -1.18 -0.65
Te 1.36 0.38 -3.68 0.12
Te -0.20 -1.78 -4.00 0.13
Se -2.06 -0.88 -2.55 -0.73
N -3.64 -2.96 -0.74 -0.73
C -2.63 -3.96 -0.26 -0.61
P -1.40 -3.09 0.82 2.18
O -1.17 -3.83 2.07 -1.09
O -1.89 -1.65 0.79 -1.21
C 0.18 -3.18 -0.13 -0.63
N 1.26 -2.85 0.84 -0.73
H -3.16 -2.30 -1.42 0.45
H -3.97 -2.39 0.03 0.45
H -4.43 -3.40 -1.20 0.43
H -2.16 -4.40 -1.14 0.24
H -3.12 -4.74 0.31 0.26
H 0.25 -2.50 -0.98 0.27
H 0.33 -4.20 -0.49 0.24
H 1.17 -3.46 1.66 0.46
H 1.14 -1.85 1.20 0.49
H 2.19 -2.93 0.44 0.44
```